Record 1
A structure of composition C31H22N5O6Ti, computed with wB97M-V/def2-TZVPD.

The geometry in XYZ format:
```
65
Properties=species:S:1:pos:R:3
Ti -0.270 -0.575 -0.624
O 1.905 4.168 6.126
O -0.609 2.532 -0.470
O -3.791 1.084 -0.388
O 0.232 0.736 0.519
O 1.237 6.018 5.254
O 0.428 -4.572 -0.310
N 1.689 -1.390 0.495
N 1.390 4.813 5.233
N -1.253 -0.378 -2.341
N -2.080 -0.432 0.010
N -0.565 -2.467 -0.235
C -1.836 -0.348 -4.650
C -2.768 0.523 -0.707
C -3.977 -1.776 0.905
C -2.869 1.194 -3.147
C 3.218 0.194 -1.685
C 2.505 1.382 -1.645
C 2.507 -0.742 1.321
C -1.885 -2.777 0.188
C 0.079 4.108 1.820
C -2.694 -1.636 0.397
C -2.661 0.755 -4.440
C -2.375 -4.036 0.509
C -1.141 -0.867 -3.583
C 0.149 2.721 1.790
C 0.972 2.699 4.052
C 0.463 4.797 2.956
C 1.609 1.689 -2.668
C 2.357 -3.445 1.529
C 3.263 -1.377 2.291
C 3.014 -0.707 -2.723
C -3.654 -4.159 1.041
C -0.140 1.991 0.515
C -4.449 -3.042 1.232
C 0.566 2.018 2.920
C 1.463 0.823 -3.740
C 0.447 -3.379 -0.088
C -2.197 0.574 -2.106
C 1.611 -2.718 0.613
C 2.152 -0.383 -3.760
C 3.192 -2.759 2.392
C 0.928 4.085 4.048
H -4.585 -0.893 1.046
H 2.050 -1.054 -4.605
H -0.478 -1.716 -3.694
H -1.759 -4.906 0.339
H -4.023 -5.141 1.306
H 1.076 2.630 -2.649
H 0.835 1.105 -4.574
H 0.421 5.875 3.012
H 2.683 2.111 -0.864
H 2.233 -4.518 1.570
H 3.968 -0.023 -0.936
H -1.746 -0.799 -5.628
H -3.588 1.962 -2.899
H 3.762 -3.285 3.146
H 2.545 0.334 1.211
H 1.325 2.178 4.930
H 0.565 0.938 2.903
H 3.879 -0.794 2.961
H -5.442 -3.153 1.648
H -0.269 4.632 0.941
H 3.561 -1.642 -2.741
H -3.173 1.218 -5.273
```

Output
2S+1 = 2
ΔE to the lowest compared entry with this formula, charge and spin = 2.2130 eV
Orbital gap (alpha / beta) = 6.36 / 6.64 eV

=====

Record 2
A structure of composition C31H23BrCrN4O4, computed with wB97M-V/def2-TZVPD.

The geometry in XYZ format:
```
64
Properties=species:S:1:pos:R:3
Br 2.782 -0.030 0.560
Cr -0.579 0.392 -0.687
O -2.496 2.456 -2.212
O 2.005 -5.049 1.032
O -2.383 -0.187 0.287
O 0.873 1.218 -1.710
N -0.155 1.962 0.459
N -0.221 1.043 1.419
N 0.388 -1.376 0.056
N 1.572 -6.870 -2.720
C -0.796 -4.293 -2.959
C -2.565 0.317 1.578
C -3.743 0.182 2.291
C -2.705 1.311 4.150
C 1.117 -5.818 -2.807
C 1.581 3.685 0.839
C -0.369 -2.491 0.063
C -0.472 -1.896 -2.791
C 1.835 5.056 2.799
C 2.943 5.681 2.217
C -1.821 1.755 -1.657
C -1.461 0.960 2.121
C 0.085 -3.741 0.394
C 3.358 5.324 0.952
C 1.436 -3.385 -2.847
C -3.805 0.692 3.582
C -1.308 -3.008 -2.912
C 1.427 -3.883 0.745
C 3.107 3.949 -1.089
C 2.499 2.969 -1.801
C 0.912 -2.109 -2.809
C 1.154 4.073 2.117
C 0.938 2.661 0.081
C 2.215 -2.740 0.805
C 1.413 2.272 -1.203
C -3.525 -0.828 -0.309
C 2.688 4.324 0.238
C -1.033 -0.533 -2.595
C 0.580 -4.488 -2.891
C 1.654 -1.532 0.459
C -1.531 1.434 3.422
H -1.395 -2.368 -0.245
H 3.251 -2.807 1.101
H 1.577 -1.255 -2.752
H 1.408 -5.792 0.883
H -4.607 -0.310 1.872
H 2.507 -3.541 -2.828
H 0.279 3.608 2.551
H -4.345 -0.117 -0.405
H 1.507 5.355 3.785
H -2.382 -2.865 -2.960
H -3.830 -1.675 0.304
H 4.209 5.816 0.498
H -0.585 -4.589 0.349
H -2.755 1.690 5.161
H 3.952 4.476 -1.515
H 2.836 2.674 -2.785
H -2.097 -0.540 -2.841
H 3.469 6.454 2.759
H -0.648 1.884 3.857
H -3.212 -1.172 -1.287
H -4.723 0.588 4.144
H -0.552 0.168 -3.278
H -1.456 -5.147 -3.033
```

Output
2S+1 = 2
ΔE to the lowest compared entry with this formula, charge and spin = 1.0442 eV
Orbital gap (alpha / beta) = 5.79 / 5.76 eV
Charge = +1

=====

Record 3
A structure of composition C31H23Cl2N5PdS2Se, computed with wB97M-V/def2-TZVPD.

The geometry in XYZ format:
```
65
Properties=species:S:1:pos:R:3
Pd 0.615 0.331 -2.495
Se 0.866 -0.961 -4.525
Cl -1.468 1.387 -0.010
Cl -5.395 1.749 -2.928
S -3.023 -3.596 1.267
S 7.091 2.511 0.129
N 0.208 0.700 -0.473
N -1.447 -1.687 -2.810
N 0.395 -2.527 -2.011
N -2.501 3.881 -2.913
N 2.713 1.636 0.139
C 1.783 -2.728 -1.693
C -1.143 -1.164 1.542
C 7.009 1.756 2.559
C -2.332 -0.906 0.779
C 1.017 -1.263 2.579
C 0.175 -0.693 1.541
C -3.396 -1.939 0.919
C -1.628 3.717 0.544
C -2.890 4.069 0.542
C 4.257 0.425 2.105
C 2.309 -0.938 2.770
C 0.806 0.245 0.650
C -2.378 -0.826 -3.492
C -4.671 -4.070 1.210
C 8.511 2.709 1.074
C 2.148 0.673 0.922
C 6.206 1.825 1.448
C -1.793 -2.748 -2.001
C 3.959 1.971 0.333
C -0.660 -3.271 -1.503
C -4.237 3.522 0.448
C 8.320 2.257 2.344
C -4.116 2.214 -1.729
C -2.723 0.095 -0.078
C 2.929 0.057 1.948
C -0.073 -1.527 -2.847
C -3.203 3.138 -2.390
C -5.475 -3.006 0.929
C -4.771 2.757 -0.498
C 4.820 1.401 1.297
C -4.749 -1.795 0.769
H -2.814 5.132 0.827
H 6.654 1.380 3.507
H 4.854 -0.074 2.864
H 2.897 -1.418 3.546
H -4.888 3.786 1.277
H -1.304 -1.915 2.313
H -2.047 0.209 -3.392
H 4.342 2.768 -0.306
H 9.396 3.152 0.649
H 9.085 2.292 3.108
H -6.552 -3.079 0.849
H -4.963 -5.092 1.393
H -0.514 -4.050 -0.777
H -5.783 2.399 -0.351
H -3.619 1.261 -1.457
H 2.228 -3.512 -2.316
H 0.559 -2.015 3.215
H 1.876 -2.991 -0.638
H 2.316 -1.796 -1.872
H -3.355 -0.929 -3.022
H -2.426 -1.068 -4.557
H -2.821 -2.983 -1.787
H -5.187 -0.835 0.541
```

Output
2S+1 = 1
ΔE to the lowest compared entry with this formula, charge and spin = 0.0000 eV
Orbital gap = 4.31 eV
Charge = -2

=====

Record 4
A structure of composition C31H23Cl5INP2Pd, computed with wB97M-V/def2-TZVPD.

The geometry in XYZ format:
```
64
Properties=species:S:1:pos:R:3
I -1.463 3.929 0.613
Pd -0.355 2.003 -0.860
Cl 3.341 0.475 -6.022
Cl 1.631 3.075 -5.726
Cl 3.253 -1.678 -3.786
Cl -0.101 3.499 -3.192
Cl 1.486 -1.330 -1.338
P -1.329 0.253 -0.003
P 0.581 1.110 2.206
N -0.551 -0.095 1.456
C 2.863 0.647 0.511
C 3.792 2.347 -0.924
C 1.858 1.515 0.932
C -3.896 -0.688 0.637
C 2.341 0.700 -4.644
C -1.411 -1.292 -0.960
C -5.952 0.531 0.383
C 1.473 -0.069 -2.517
C -5.236 1.613 -0.095
C -5.274 -0.630 0.738
C -1.781 -1.212 -2.296
C 1.923 2.851 0.502
C 3.167 -1.791 4.712
C -3.850 1.558 -0.180
C 0.795 2.008 -3.381
C 3.013 -0.460 5.072
C -1.358 -3.691 -1.122
C 1.560 -0.104 3.176
C 3.807 1.053 -0.422
C 2.204 0.375 4.313
C -1.386 -0.620 2.564
C 1.714 -1.446 2.826
C -1.924 -2.370 -3.049
C -3.153 0.426 0.223
C -1.205 -2.536 -0.373
C 2.288 -0.258 -3.638
C 2.510 -2.285 3.591
C 0.698 1.075 -2.352
C 2.865 3.257 -0.436
C -1.715 -3.610 -2.463
C 1.581 1.858 -4.514
H -1.927 -1.509 2.256
H -2.108 0.118 2.921
H 4.523 2.650 -1.663
H 2.916 -0.354 0.910
H 3.513 -0.074 5.951
H 1.252 3.578 0.930
H -1.185 -4.657 -0.664
H -3.413 -1.632 0.852
H -5.746 2.514 -0.412
H -0.742 -0.906 3.392
H -1.936 -0.242 -2.755
H 1.196 -1.831 1.953
H -1.825 -4.512 -3.050
H -7.031 0.576 0.454
H 2.874 4.288 -0.768
H 2.622 -3.325 3.312
H -2.195 -2.301 -4.094
H -0.873 -2.600 0.657
H 2.069 1.411 4.606
H -3.320 2.406 -0.573
H 3.790 -2.446 5.307
H -5.820 -1.501 1.075
H 4.561 0.351 -0.758
```

Output
2S+1 = 1
ΔE to the lowest compared entry with this formula, charge and spin = 1.3154 eV
Orbital gap = 7.23 eV

=====

Record 5
A structure of composition C31H23F5IrN5O2S3, computed with wB97M-V/def2-TZVPD.

The geometry in XYZ format:
```
70
Properties=species:S:1:pos:R:3
Ir 0.682 0.322 0.343
S -0.885 -2.138 -0.856
S -1.578 0.569 -0.581
S 3.000 0.635 -0.065
F 1.628 -0.875 -4.260
F -0.257 -0.950 -6.308
F 0.838 -0.134 -1.595
F -3.660 0.409 -3.201
F -2.895 -0.309 -5.779
O -0.963 -1.228 -2.003
O -0.768 -3.544 -1.249
N 4.688 2.736 -0.603
N 0.061 -1.620 0.318
N 1.813 -0.413 1.855
N 2.541 3.434 -0.353
N 0.460 2.339 0.117
C -0.875 2.387 0.322
C 1.550 -1.704 2.116
C -4.607 -0.775 0.118
C 3.368 2.240 -0.330
C -1.400 0.120 -2.470
C 1.132 3.480 -0.136
C -5.239 -1.908 0.650
C -0.629 -0.600 -5.052
C -2.372 0.091 -3.480
C -1.978 -0.273 -4.781
C -6.677 -1.843 1.066
C 2.719 0.228 2.620
C 0.445 4.697 -0.185
C -4.531 -3.118 0.722
C -1.613 3.552 0.289
C 0.992 -4.400 2.619
C 3.136 -1.692 3.945
C 4.639 4.096 -0.770
C 5.903 1.955 -0.694
C 1.916 -3.740 3.415
C 3.401 -0.358 3.668
C -0.935 4.731 0.029
C -0.077 -0.203 -2.740
C 0.354 -3.717 1.582
C 2.202 -2.392 3.169
C -3.280 -0.842 -0.312
C -3.206 -3.191 0.288
C 0.328 -0.564 -4.022
C 0.618 -2.361 1.310
C 3.378 4.510 -0.624
C -2.585 -2.048 -0.215
H 6.761 2.597 -0.913
H -2.790 0.031 -0.734
H 5.518 4.685 -0.985
H 3.033 5.528 -0.701
H -5.008 -4.015 1.107
H -6.906 -0.872 1.519
H -7.325 -1.991 0.197
H -1.471 5.675 -0.008
H 0.766 -5.448 2.787
H -0.154 0.815 1.768
H -2.683 3.539 0.460
H -2.666 -4.131 0.327
H -5.143 0.165 0.024
H 0.947 5.634 -0.385
H -6.907 -2.611 1.811
H 6.070 1.438 0.255
H 5.794 1.212 -1.490
H -1.344 1.428 0.520
H 2.413 -4.279 4.214
H 3.658 -2.185 4.759
H -0.349 -4.278 0.973
H 4.119 0.206 4.247
H 2.882 1.267 2.352
```

Output
2S+1 = 6
Orbital gap (alpha / beta) = 2.96 / 4.47 eV
Charge = +1

=====

Record 6
A structure of composition C31H24AuClN7O4, computed with wB97M-V/def2-TZVPD.

The geometry in XYZ format:
```
68
Properties=species:S:1:pos:R:3
Au 1.530 0.462 0.240
Cl -0.129 0.915 -6.291
O 3.074 1.098 -0.896
O 4.270 1.609 -2.643
O 4.146 1.934 -5.182
O 2.559 1.767 -6.703
N -0.014 0.604 -3.595
N 0.860 2.330 0.498
N 0.201 -0.148 1.562
N 1.449 -2.491 0.450
N 0.860 0.704 -2.576
N 2.152 -1.425 0.007
N 0.178 2.709 1.599
C 0.191 2.644 4.016
C 3.382 -1.841 -0.297
C 2.234 -3.581 0.401
C -2.031 -3.670 0.868
C 0.179 1.953 2.811
C 0.103 1.973 5.224
C 0.035 0.580 5.185
C -1.673 -0.079 -1.962
C 0.736 3.295 -0.413
C -2.854 -4.885 0.544
C -0.511 -1.331 1.368
C -2.360 0.078 -4.255
C -2.574 -2.584 1.556
C 0.143 0.559 2.767
C 3.474 -3.208 -0.072
C -1.365 0.197 -3.291
C 0.081 -0.111 3.992
C -1.845 -1.433 1.772
C 0.129 2.722 6.527
C -0.016 4.336 0.117
C -3.946 -0.593 -2.565
C -0.710 -3.577 0.463
C -0.352 3.926 1.390
C -2.952 -0.470 -1.606
C 3.190 1.284 -2.184
C 0.051 -2.449 0.750
C -3.638 -0.316 -3.884
C 2.014 1.086 -3.094
C 0.607 0.924 -4.768
C 2.907 1.673 -5.558
C 1.924 1.253 -4.496
H -4.396 -0.401 -4.651
H 4.280 1.822 -4.208
H -0.921 0.013 -1.197
H -0.274 2.115 7.335
H 4.332 -3.838 -0.221
H 1.862 -4.538 0.722
H -0.288 5.257 -0.366
H -2.277 -5.800 0.671
H -0.260 -4.397 -0.082
H -3.164 -0.679 -0.568
H 1.180 3.186 -1.387
H -0.453 3.642 6.468
H 0.057 -1.193 3.990
H 1.152 2.994 6.794
H -3.198 -4.853 -0.492
H -2.171 0.286 -5.290
H 0.276 3.724 4.008
H 4.127 -1.136 -0.627
H -0.025 0.025 6.113
H -3.732 -4.945 1.184
H -3.602 -2.629 1.895
H -2.298 -0.584 2.269
H -4.946 -0.897 -2.286
H -0.945 4.403 2.150
```

Output
2S+1 = 1
ΔE to the lowest compared entry with this formula, charge and spin = 0.0000 eV
Orbital gap = 6.96 eV
Charge = +1

=====

Record 7
A structure of composition C31H24Cl2N5O2STi, computed with wB97M-V/def2-TZVPD.

The geometry in XYZ format:
```
66
Properties=species:S:1:pos:R:3
Ti 0.400 0.109 -0.432
Cl 3.264 1.122 -1.994
Cl 1.566 2.913 -0.448
S 1.659 -0.558 1.874
O 2.138 0.236 0.694
O 2.310 -1.805 2.114
N 1.284 -1.279 -1.679
N -1.350 -1.210 -0.692
N -1.093 1.588 -0.021
N -0.032 0.851 -2.243
N 0.139 -0.683 1.377
C -1.127 2.439 -3.610
C 3.238 2.587 -1.003
C -1.564 -2.001 0.419
C -2.469 2.941 1.382
C -0.521 1.876 -4.725
C -1.836 -3.589 2.683
C -2.564 -2.987 0.469
C -3.200 -2.311 -1.744
C 0.482 0.236 -3.323
C -2.367 3.372 -0.962
C 2.615 -2.889 -3.490
C 1.966 -2.351 -1.264
C 1.529 1.971 5.575
C -1.583 1.895 1.183
C 1.903 -1.778 -3.925
C 1.895 -0.162 4.528
C -0.727 -1.783 1.545
C 1.705 0.449 3.296
C -0.875 1.888 -2.372
C 0.265 0.743 -4.589
C 1.354 2.572 4.331
C -2.152 -1.380 -1.723
C -2.686 -3.780 1.636
C -0.844 -2.582 2.646
C 1.254 -0.993 -2.998
C -1.481 2.325 -1.084
C 1.805 0.614 5.672
C -2.870 3.690 0.294
C 1.429 1.809 3.179
C 2.643 -3.181 -2.142
C -3.398 -3.121 -0.663
H 1.449 2.568 6.474
H -0.694 2.299 -5.706
H -3.571 4.505 0.411
H 1.156 3.633 4.261
H -1.260 1.271 2.005
H -3.829 -2.378 -2.620
H -0.187 -2.433 3.492
H 1.949 0.159 6.643
H -2.841 3.153 2.375
H 0.703 0.274 -5.458
H 3.144 -3.510 -4.200
H -4.183 -3.867 -0.663
H 2.127 -1.218 4.583
H 3.863 2.431 -0.133
H 1.986 -2.540 -0.198
H -1.780 3.293 -3.717
H -3.464 -4.532 1.680
H 3.187 -4.035 -1.763
H -2.681 3.930 -1.833
H -1.975 -0.762 -2.595
H 1.301 2.259 2.203
H -1.928 -4.199 3.571
H 3.560 3.427 -1.605
H 1.863 -1.526 -4.975
```

Output
2S+1 = 2
Orbital gap (alpha / beta) = 6.49 / 6.97 eV
Charge = +2

=====

Number 1: F_max 3.2 eV/A. Number 2: F_max 2.0 eV/A. Number 3: F_max 0.8 eV/A. Number 4: F_max 0.9 eV/A. Number 5: F_max 10.7 eV/A. Number 6: F_max 0.3 eV/A. Number 7: F_max 2.0 eV/A.